82
Properties=species:S:1:pos:R:3:forces:R:3 method="wB97M-V/def2-TZVPD" molar_mass_g_mol=503.7 homo_energy_ha=-0.2822 relative_energy_kcal_mol=118.6 smiles=c1cc[nH]c1.c1cc[nH]c1.c1cc[nH]c1.c1cc[nH]c1.c1cc[nH]c1.c1cc[nH]c1.CCN(CC)CC e_tot_ha=-1553.17591 max_force_ev_per_a=6.43 gap_ev=8.10
N 8.000 -5.883 -1.374 0.37 -1.08 -1.76
C 7.329 -4.709 -1.232 0.65 0.70 2.01
C 6.058 -4.875 -1.643 -0.82 1.47 -0.70
C 5.990 -6.113 -2.255 0.12 -1.63 -1.99
C 7.216 -6.713 -2.181 -0.07 0.23 1.31
H 8.968 -6.094 -1.178 -0.25 0.45 0.04
H 7.738 -3.847 -0.725 0.21 -0.22 0.05
H 5.310 -4.099 -1.711 0.03 -0.06 0.26
H 5.284 -6.469 -2.991 -0.52 0.01 0.48
H 7.524 -7.656 -2.609 0.26 0.13 0.31
N -1.638 -3.640 4.020 0.82 -0.61 -1.40
C -1.255 -4.938 3.597 -1.32 0.59 1.73
C -2.191 -5.817 4.164 1.54 1.01 -1.36
C -3.146 -5.013 4.797 -1.63 0.49 0.65
C -2.838 -3.678 4.662 0.69 -1.16 0.23
H -1.126 -2.790 3.832 -0.10 -0.29 -0.16
H -0.387 -5.170 2.998 0.00 0.39 0.18
H -2.110 -6.883 4.011 -0.38 0.06 0.25
H -4.066 -5.286 5.292 0.12 -0.44 -0.02
H -3.369 -2.811 5.028 0.28 -0.02 -0.09
N 8.418 4.982 -0.206 0.92 1.75 -0.01
C 7.503 5.857 -0.800 -2.45 -2.44 2.88
C 6.428 5.847 0.174 1.75 0.90 -1.17
C 6.896 5.292 1.408 0.76 0.10 -1.44
C 8.180 4.812 1.142 -1.16 -0.44 -0.65
H 9.336 4.813 -0.591 -0.14 0.06 0.05
H 7.533 6.133 -1.844 0.03 -0.11 0.18
H 5.425 6.219 0.026 0.18 0.31 -0.06
H 6.321 5.327 2.322 0.29 -0.31 0.02
H 8.901 4.235 1.701 -0.20 0.17 0.21
N -3.759 -0.756 -4.188 -1.31 -0.14 0.63
C -5.150 -0.837 -4.261 0.30 -0.84 -0.31
C -5.482 -2.195 -4.118 -0.72 1.63 -1.42
C -4.307 -2.914 -4.070 1.26 -0.12 1.86
C -3.279 -1.994 -3.910 0.72 -1.13 -1.49
H -3.171 0.053 -4.326 -0.40 -0.09 0.20
H -5.750 0.011 -4.556 0.08 -0.05 0.27
H -6.420 -2.711 -4.261 -0.30 0.61 0.19
H -4.300 -3.985 -3.927 0.44 0.07 -0.03
H -2.216 -2.169 -3.847 -0.06 0.07 0.10
N -8.871 -2.145 2.402 -1.51 1.20 -1.70
C -10.194 -2.290 1.875 -0.13 -2.02 2.35
C -10.587 -1.220 1.125 -0.17 -1.28 0.08
C -9.501 -0.444 1.092 5.83 2.54 0.98
C -8.372 -0.988 1.873 -3.50 1.47 -1.80
H -8.393 -2.568 3.185 -0.64 -0.61 -0.32
H -10.819 -3.097 2.227 0.28 -0.18 0.00
H -11.425 -0.889 0.529 -0.50 -0.95 0.44
H -9.502 0.504 0.576 0.48 0.04 -0.04
H -7.400 -0.566 2.080 -0.14 -0.22 0.03
N 1.442 1.414 -7.338 -2.39 1.34 0.37
C 1.762 1.878 -6.062 -0.25 -0.11 -1.91
C 0.977 2.975 -5.817 -0.12 0.06 0.85
C 0.000 3.126 -6.874 0.98 -0.21 1.19
C 0.275 2.161 -7.761 1.58 -1.69 -0.92
H 1.762 0.515 -7.670 -0.35 0.31 -0.20
H 2.537 1.291 -5.591 0.03 0.68 0.57
H 1.080 3.610 -4.949 -0.14 -0.09 0.03
H -0.843 3.797 -6.946 0.30 0.15 0.09
H -0.247 2.020 -8.696 0.35 -0.46 -0.03
C -0.101 2.795 5.438 0.35 1.27 0.21
C 0.244 3.588 4.186 0.12 0.95 -0.77
N 0.354 2.736 3.013 0.80 0.98 0.40
C 0.241 3.464 1.736 -2.11 0.59 -0.27
C -1.188 3.248 1.149 0.46 -2.26 -0.08
C 1.533 1.905 3.157 -0.97 -1.96 -1.94
C 1.399 0.897 1.996 1.74 -1.51 0.88
H -0.298 3.477 6.266 -0.11 0.17 0.01
H 0.838 2.318 5.716 -0.52 -0.70 0.21
H -0.981 2.159 5.341 0.38 -0.25 -0.20
H -0.332 4.470 3.908 -1.09 -0.38 0.41
H 1.201 4.100 4.286 0.62 -0.07 0.66
H 0.235 4.553 1.790 0.97 0.26 0.80
H 0.972 3.199 0.972 0.07 -0.29 0.30
H -1.356 3.674 0.161 -0.02 0.33 0.23
H -1.257 2.166 1.038 0.15 -0.36 -0.66
H -2.054 3.304 1.810 0.28 1.25 0.36
H 1.531 1.363 4.102 -0.35 0.23 -0.04
H 2.561 2.241 3.021 0.02 1.42 0.32
H 0.409 0.754 1.561 0.30 0.39 -0.09
H 1.723 -0.064 2.395 -0.41 -0.49 0.14
H 2.248 1.035 1.327 -0.66 0.43 -0.88



83
Properties=species:S:1:pos:R:3:forces:R:3 method="wB97M-V/def2-TZVPD" s2=13.046 charge=+1 molar_mass_g_mol=720.6 homo_energy_ha="-0.3409 / -0.2782" multiplicity=7 relative_energy_kcal_mol=39.6 e_tot_ha=-3355.60237 max_force_ev_per_a=3.38 gap_ev="6.33 / 4.25"
Tb 0.947 -1.120 1.608 0.14 -0.82 -2.83
C -1.296 -1.350 2.799 0.43 -1.10 0.68
C -1.098 -2.550 2.048 0.42 -0.06 1.28
C 0.554 -2.443 3.671 -1.69 -0.15 0.24
C -0.310 -1.310 3.834 -0.48 -1.56 -0.43
C 0.046 -3.230 2.587 -0.67 0.70 0.59
C -2.440 -0.410 2.684 -0.44 0.42 -0.08
H -2.862 -0.415 1.670 0.03 0.06 0.28
H -2.135 0.619 2.921 -0.19 -0.30 -0.09
H -3.251 -0.690 3.379 0.20 0.11 -0.18
C -0.405 -0.446 5.031 0.12 0.75 0.29
H -0.717 0.562 4.741 0.02 -0.13 0.25
H 0.548 -0.362 5.561 -0.07 0.01 -0.01
H -1.147 -0.832 5.750 0.23 0.02 -0.25
C 1.658 -2.813 4.596 0.31 -0.18 0.23
H 1.313 -3.559 5.332 0.20 0.19 -0.20
H 2.010 -1.933 5.153 0.01 -0.29 -0.16
H 2.511 -3.239 4.049 -0.10 0.06 0.24
C 0.577 -4.552 2.149 0.12 -0.29 -0.09
H 0.311 -5.328 2.886 0.16 0.11 -0.27
H 1.675 -4.553 2.048 -0.29 -0.08 0.02
H 0.140 -4.840 1.184 0.16 -0.06 0.17
C -1.992 -3.036 0.967 -0.15 -0.21 -0.39
H -2.118 -4.124 1.009 0.02 0.17 -0.02
H -1.615 -2.793 -0.039 -0.12 -0.11 -0.05
H -2.982 -2.583 1.068 0.09 -0.10 -0.11
C -1.876 2.146 -0.926 -0.40 -0.26 0.65
C -2.859 1.311 -0.567 0.51 0.03 0.18
C -2.961 -0.103 -1.060 -0.14 -0.41 0.12
C -2.597 -0.271 -2.560 -1.88 0.39 -0.11
C -1.366 -0.984 -2.843 -0.49 -1.33 -1.14
C -0.005 -0.616 -2.535 1.30 -0.30 1.19
C 0.195 0.615 -1.598 0.32 0.18 -0.12
C -0.723 1.833 -1.832 0.37 1.14 -0.42
H -3.985 -0.490 -0.904 0.47 0.23 0.01
H -2.631 0.713 -3.066 -0.06 -0.52 0.55
H -2.308 -0.762 -0.460 -0.26 0.20 -0.14
H -1.116 1.817 -2.878 0.49 0.00 1.16
H -1.888 3.165 -0.544 0.00 -0.23 0.09
H -3.588 1.595 0.193 0.13 0.23 -0.34
H -0.064 2.720 -1.811 -0.22 -0.31 0.09
H 0.101 0.286 -0.549 -0.09 0.02 -0.41
H 0.466 -1.492 -2.045 -0.09 -0.02 0.51
H 1.240 0.973 -1.701 -0.41 -0.24 0.17
H -3.414 -0.839 -3.051 0.42 0.20 0.33
H -1.497 -1.966 -3.309 0.15 0.22 0.21
P -1.129 1.314 -4.796 -0.90 -0.10 -0.28
C -1.165 2.994 -5.507 0.13 0.04 -0.48
C -2.015 0.296 -6.034 0.30 0.22 -0.62
P 1.077 -0.659 -4.010 -1.26 1.53 -0.89
C 0.642 0.844 -4.940 0.68 -0.09 -0.83
C 0.654 -1.990 -5.163 0.46 -0.52 0.11
C 2.826 -0.652 -3.607 0.13 -0.26 -0.18
H -0.231 3.517 -5.248 -0.41 -0.02 -0.13
H -2.023 3.537 -5.076 0.41 -0.19 -0.23
H -1.276 2.931 -6.601 0.13 0.32 0.33
H -1.832 0.715 -7.033 -0.18 -0.36 0.02
H -3.091 0.349 -5.815 0.33 -0.01 -0.06
H -1.706 -0.757 -6.012 -0.15 0.30 0.02
H 3.367 -0.431 -4.542 -0.06 -0.11 0.41
H 3.132 -1.637 -3.222 -0.06 0.34 -0.12
H 3.043 0.122 -2.859 -0.08 -0.18 -0.22
H 1.284 1.672 -4.603 -0.27 -0.15 -0.07
H 0.817 0.672 -6.012 0.50 0.05 0.23
H 1.272 -2.874 -4.942 -0.25 0.17 -0.13
H 0.896 -1.628 -6.175 -0.04 -0.20 0.37
H -0.406 -2.276 -5.129 0.41 0.23 0.11
O 2.800 -0.396 2.602 1.03 2.91 1.36
C 2.307 0.791 2.828 -1.61 -2.13 -1.63
N 1.074 1.033 2.314 0.35 2.04 0.35
S 0.452 2.573 2.674 0.26 -2.40 -0.16
O -0.732 2.398 3.486 0.87 0.73 -0.55
O 0.371 3.317 1.445 0.09 0.12 0.55
C 1.877 2.934 3.657 0.28 1.23 1.09
C 2.056 4.033 4.499 0.44 -0.17 -0.27
C 3.245 4.103 5.248 -0.28 -0.51 -0.06
C 4.167 3.043 5.225 -0.07 0.31 -0.24
C 3.963 1.938 4.398 -0.43 -0.02 -0.11
C 2.803 1.895 3.618 0.89 0.66 0.99
H 1.298 4.814 4.571 0.24 -0.17 -0.07
H 3.432 4.961 5.894 -0.11 -0.25 -0.17
H 5.056 3.091 5.855 -0.24 0.01 -0.20
H 4.649 1.094 4.366 -0.12 0.24 0.08



83
Properties=species:S:1:pos:R:3:forces:R:3 method="wB97M-V/def2-TZVPD" s2=6.019 charge=+2 molar_mass_g_mol=652.1 homo_energy_ha="-0.3530 / -0.4771" multiplicity=5 relative_energy_kcal_mol=0.0 e_tot_ha=-2335.49657 max_force_ev_per_a=3.58 gap_ev="3.28 / 4.31"
Pd -1.518 -0.353 2.460 0.37 -0.13 -0.15
C 1.902 0.158 1.955 0.50 -0.21 -0.58
C 1.267 0.535 3.142 -1.00 -0.44 0.78
C 0.388 -1.533 2.440 0.66 0.60 0.89
C 1.409 -1.103 1.541 0.26 -0.27 -0.53
C 0.324 -0.512 3.511 0.98 -0.51 -0.57
C 3.011 0.907 1.295 -0.07 0.12 -0.22
H 2.855 1.990 1.371 0.08 -0.17 0.04
H 3.080 0.648 0.232 0.02 0.04 0.29
H 3.985 0.682 1.760 -0.28 0.01 -0.07
C 1.926 -1.915 0.419 0.06 -0.04 -0.38
H 2.757 -1.428 -0.100 -0.13 -0.16 0.20
H 1.117 -2.073 -0.309 0.05 -0.07 0.15
H 2.252 -2.918 0.748 -0.15 0.32 -0.02
C -0.271 -2.860 2.460 -0.43 0.04 -0.38
H 0.334 -3.598 2.998 -0.07 -0.02 0.02
H -0.459 -3.211 1.434 0.23 0.08 0.22
H -1.253 -2.761 2.948 0.26 -0.45 0.20
C -0.147 -0.798 4.892 -0.13 0.35 0.12
H 0.405 -1.662 5.295 -0.33 0.21 0.04
H -1.228 -1.018 4.878 0.25 -0.19 0.39
H 0.019 0.086 5.521 -0.15 -0.40 0.04
C 1.547 1.746 3.942 0.29 0.19 0.09
H 1.545 1.527 5.018 0.01 0.13 -0.26
H 0.809 2.546 3.762 0.17 -0.22 0.14
H 2.529 2.141 3.663 -0.15 0.06 0.20
C 1.382 0.723 -2.722 0.70 0.29 -0.11
C 2.139 1.683 -2.167 -0.02 -0.76 -0.38
C 1.775 3.105 -1.843 0.08 0.70 0.01
C 0.371 3.665 -2.214 -0.01 0.30 -0.56
C -0.615 3.285 -1.105 -0.74 -1.22 2.19
C -0.594 1.759 -0.848 -0.14 -1.80 2.07
C -1.026 0.904 -2.014 -0.53 -0.94 -0.59
C -0.039 0.859 -3.185 -0.12 -0.13 -0.32
H 2.518 3.767 -2.315 -0.19 -0.23 0.03
H 0.050 3.323 -3.211 0.19 0.30 0.64
H 1.936 3.272 -0.759 -0.05 -0.02 -0.26
H -0.204 1.730 -3.828 0.25 -0.38 -0.03
H 1.825 -0.263 -2.910 -0.04 0.42 0.16
H 3.193 1.442 -1.953 -0.52 0.12 -0.06
H -0.294 -0.031 -3.771 -0.03 0.19 0.16
H -1.184 -0.141 -1.707 0.31 0.14 0.09
H 0.337 1.403 -0.381 0.09 0.25 -0.69
H -2.005 1.197 -2.431 0.46 -0.05 0.41
H 0.441 4.764 -2.269 -0.05 -0.35 0.11
H -0.267 3.806 -0.198 0.04 -0.15 -0.04
P -2.432 3.548 -1.039 0.35 1.14 -2.21
C -3.033 3.364 -2.728 -0.67 0.25 -0.22
C -2.823 5.211 -0.501 -0.21 0.34 0.18
P -1.849 1.165 0.609 -0.60 1.54 -1.83
C -3.204 2.291 -0.031 -0.31 -0.17 0.55
C -1.489 2.080 2.163 -0.27 0.35 0.15
C -2.793 -0.431 0.500 -0.58 0.31 -0.01
H -3.317 2.332 -2.968 0.09 0.39 0.06
H -2.279 3.715 -3.442 -0.14 -0.07 0.16
H -3.928 3.989 -2.830 0.12 -0.10 -0.12
H -3.684 5.554 -1.095 0.20 0.00 0.35
H -1.981 5.897 -0.684 -0.24 -0.29 0.05
H -3.084 5.223 0.568 0.11 0.11 -0.34
H -3.831 -0.117 0.329 0.31 -0.25 0.14
H -2.852 -1.116 1.408 -0.15 -0.02 -0.54
H -2.392 -1.052 -0.317 0.28 -0.22 -0.03
H -3.945 1.733 -0.633 0.46 0.31 0.16
H -3.734 2.751 0.820 0.07 -0.18 -0.40
H -1.492 1.462 3.102 0.14 0.70 -0.09
H -2.293 2.810 2.292 0.33 0.00 0.14
H -0.514 2.563 2.054 -0.15 -0.09 0.13
O -0.666 -2.202 -3.116 -0.17 -0.08 1.48
C -0.626 -2.724 -1.977 0.45 -0.53 -0.60
O -1.104 -2.299 -0.863 -0.10 0.48 -0.44
C 0.153 -4.017 -1.836 -1.03 1.52 -0.42
C -0.059 -4.871 -0.727 1.15 -2.47 1.95
C 0.881 -5.835 -0.385 -2.76 1.33 0.84
C 2.033 -5.988 -1.191 2.03 -1.07 1.15
C 2.166 -5.266 -2.397 -0.96 2.38 -2.50
C 1.221 -4.294 -2.712 2.58 -1.65 -0.69
N 3.165 -6.675 -0.666 0.20 -0.10 0.07
O 3.079 -7.175 0.481 -0.30 0.44 -0.74
O 4.205 -6.733 -1.360 -1.00 0.22 0.27
H -0.952 -4.761 -0.113 0.21 0.03 -0.23
H 0.784 -6.449 0.510 -0.06 0.09 -0.38
H 3.024 -5.445 -3.042 -0.28 -0.04 0.20
H 1.321 -3.712 -3.630 -0.06 -0.16 0.32